No. 1
The following is a quantum chemistry calculation of one molecule with the formula CN2OS at a distorted geometry, from OMol25.

Output
LUMO energy = -1.3 eV
electronic energy = -16895.2310 eV
energy relative to the best compared isomer or geometry (same formula, charge and spin) = 321.3 kJ/mol
strongest force on any atom = 4.2 eV Å⁻¹

Each line ends with the natural charge from an NBO analysis.
Geometry (Å):
C (2.198, -0.363, -0.012)  0.38
N (1.247, 0.348, 0.013)  -0.80
N (-1.612, 0.082, 0.018)  -0.08
O (-1.472, -1.143, -0.010)  -0.28
S (-0.361, 1.077, -0.009)  0.78



No. 2
The following is a quantum chemistry calculation of C22H24Br27F10NO6S2 as an isolated structure at a distorted geometry, from OMol25.

Output
LUMO energy = -2.6 eV
electronic energy = -1976949.6689 eV
strongest force on any atom = 11.2 eV Å⁻¹

Each line ends with the Mulliken charge.
Geometry (Å):
C (7.104, -5.091, 1.264)  -0.52
C (6.050, -4.116, 1.688)  -0.17
C (5.782, -3.699, 3.270)  0.54
O (5.886, -4.680, 4.196)  -0.50
O (5.469, -2.298, 3.610)  -0.31
C (4.106, -2.184, 4.168)  -0.51
C (3.150, -1.129, 3.353)  -0.08
C (1.580, -1.545, 3.610)  -0.48
C (0.561, -0.477, 2.853)  -0.32
C (-0.902, -0.511, 3.591)  -0.52
C (-1.715, -1.874, 3.063)  -0.98
N (-3.170, -1.476, 2.983)  0.21
S (-3.460, -1.126, 1.295)  0.97
O (-2.288, -0.254, 0.696)  -0.40
O (-3.489, -2.415, 0.383)  -0.45
F (-4.897, -0.193, 1.006)  -0.27
S (-4.254, -2.682, 3.626)  1.05
O (-4.119, -4.055, 2.863)  -0.56
O (-3.736, -2.999, 5.084)  -0.63
C (-6.031, -2.115, 3.845)  0.51
F (-6.536, -2.770, 5.082)  -0.20
F (-5.951, -0.643, 4.179)  -0.24
C (-6.988, -2.281, 2.531)  0.64
F (-7.488, -0.894, 2.201)  -0.28
F (-6.312, -2.762, 1.305)  -0.21
C (-8.334, -3.193, 2.748)  0.33
F (-9.213, -2.709, 3.878)  -0.25
F (-9.175, -2.979, 1.510)  -0.27
C (-8.078, -4.808, 2.837)  0.71
F (-6.805, -5.214, 3.474)  -0.15
F (-9.233, -5.403, 3.607)  -0.25
F (-8.195, -5.374, 1.450)  -0.23
H (8.120, -5.164, 1.842)  0.25
H (6.860, -5.824, 0.378)  0.23
H (5.359, -3.577, 0.888)  0.26
H (4.229, -1.899, 5.318)  0.24
H (3.598, -3.262, 4.152)  0.31
H (3.398, -1.144, 2.193)  -0.02
H (3.298, -0.045, 3.774)  0.27
H (1.335, -1.494, 4.758)  0.23
H (1.398, -2.593, 3.123)  0.28
H (0.395, -0.804, 1.740)  0.14
H (1.020, 0.619, 2.873)  0.32
H (-0.860, -0.450, 4.770)  0.32
H (-1.536, 0.429, 3.218)  0.26
H (-1.463, -2.707, 3.844)  0.46
H (-1.284, -2.265, 2.021)  0.34
C (0.673, 1.596, -0.770)  0.31
Br (0.691, 0.899, -2.586)  -0.01
Br (2.274, 1.094, 0.214)  0.00
Br (0.374, 3.518, -0.736)  -0.03
H (-0.176, 1.131, -0.258)  -0.24
C (-9.155, 0.540, 5.777)  0.10
Br (-8.699, 1.724, 4.302)  -0.03
Br (-7.673, 0.326, 7.018)  -0.03
Br (-10.782, 1.105, 6.682)  -0.05
H (-9.355, -0.446, 5.345)  -0.04
C (-4.098, -7.048, 4.915)  0.77
Br (-2.401, -6.899, 5.854)  -0.07
Br (-4.073, -8.481, 3.599)  0.01
Br (-5.594, -7.220, 6.145)  -0.05
H (-4.242, -6.112, 4.365)  -0.70
C (2.496, 3.597, -5.509)  -0.29
Br (2.952, 4.781, -6.984)  -0.02
Br (3.978, 3.382, -4.268)  -0.03
Br (0.869, 4.161, -4.604)  -0.01
H (2.296, 2.610, -5.941)  0.35
C (4.576, 7.231, -2.508)  -0.39
Br (4.843, 6.984, -4.419)  0.04
Br (3.225, 6.023, -1.803)  0.03
Br (6.248, 7.103, -1.522)  -0.03
H (4.200, 8.250, -2.367)  0.38
C (5.241, 8.143, -8.593)  0.08
Br (6.815, 9.228, -8.948)  -0.04
Br (3.668, 9.238, -8.258)  0.00
Br (4.928, 6.838, -10.001)  0.00
H (5.440, 7.581, -7.674)  -0.05
C (7.041, 10.738, -12.703)  0.08
Br (8.615, 11.823, -13.059)  -0.02
Br (5.468, 11.833, -12.369)  0.00
Br (6.728, 9.432, -14.111)  -0.01
H (7.240, 10.176, -11.785)  -0.06
C (10.002, 7.224, -7.302)  -0.29
Br (11.699, 7.373, -6.362)  -0.03
Br (10.027, 5.791, -8.617)  0.00
Br (8.506, 7.052, -6.071)  0.05
H (9.858, 8.160, -7.852)  0.27
C (-5.468, -9.239, -0.507)  -0.37
Br (-6.533, -9.226, -2.134)  -0.05
Br (-6.086, -7.910, 0.773)  0.08
Br (-5.372, -11.014, 0.282)  -0.03
H (-4.448, -8.959, -0.790)  0.36



No. 3
The following is a quantum chemistry calculation of C18H14BeF5IN2O as an isolated structure at a distorted geometry, from OMol25.

Output
LUMO energy (alpha / beta) = -1.9 / -2.9 eV
electronic energy = -46010.9841 eV
energy relative to the best compared isomer or geometry (same formula, charge and spin) = 101.2 kJ/mol
strongest force on any atom = 3.2 eV Å⁻¹

Each line ends with the natural charge from an NBO analysis.
Geometry (Å):
C (2.131, 0.450, 3.691)  -0.64
C (2.078, -1.003, 3.598)  -0.64
H (2.765, 0.976, 2.933)  0.23
H (2.463, 0.818, 4.659)  0.20
H (1.151, 0.897, 3.574)  0.19
H (2.722, -1.488, 2.818)  0.23
H (2.391, -1.440, 4.551)  0.20
H (1.048, -1.382, 3.397)  0.19
C (0.321, 2.578, -1.661)  0.10
C (0.777, 3.406, -2.686)  -0.26
C (1.129, 2.848, -3.929)  -0.14
C (1.006, 1.458, -4.103)  -0.23
H (0.039, 2.985, -0.683)  0.24
H (0.870, 4.493, -2.524)  0.24
H (1.500, 3.459, -4.752)  0.24
H (1.259, 0.932, -5.036)  0.23
N (0.205, 1.247, -1.823)  -0.74
C (0.527, 0.687, -3.038)  0.24
C (0.367, -0.758, -3.012)  0.14
N (-0.093, -1.198, -1.796)  -0.72
C (-0.288, -2.530, -1.603)  0.10
C (0.456, -3.009, -3.846)  -0.13
C (-0.024, -3.444, -2.600)  -0.26
H (-0.659, -2.794, -0.615)  0.24
H (-0.190, -4.519, -2.394)  0.24
C (0.647, -1.639, -4.076)  -0.21
H (1.021, -1.222, -5.003)  0.23
H (0.674, -3.715, -4.631)  0.23
Be (-0.207, 0.074, -0.745)  1.70
I (3.925, -0.214, 1.168)  -0.58
F (-4.466, 0.507, 4.408)  -0.29
C (-3.501, 0.381, 3.479)  0.25
C (-3.105, 1.490, 2.729)  0.27
F (-3.675, 2.683, 2.949)  -0.29
C (-2.123, 1.366, 1.757)  0.30
F (-1.745, 2.445, 1.024)  -0.32
C (-1.495, 0.122, 1.526)  0.22
O (-0.504, 0.006, 0.704)  -0.97
C (-1.904, -0.980, 2.294)  0.27
F (-1.301, -2.188, 2.089)  -0.31
C (-2.899, -0.859, 3.249)  0.29
F (-3.291, -1.925, 3.962)  -0.29



No. 4
The following is a quantum chemistry calculation of C11H10N3O3RuSe3Te as an isolated structure at a distorted geometry, from OMol25.

Output
net charge = -1
LUMO energy (alpha / beta) = 1.5 / 1.5 eV
electronic energy = -228099.9469 eV
strongest force on any atom = 1.4 eV Å⁻¹

Each line ends with the natural charge from an NBO analysis.
Geometry (Å):
Ru (1.436, -0.291, 1.340)  0.21
N (0.750, -1.564, 2.939)  -0.77
C (0.477, -0.649, 4.059)  -0.32
C (-0.275, 0.531, 3.504)  0.65
O (-1.174, 1.080, 4.132)  -0.65
N (0.178, 0.897, 2.270)  -0.59
C (-0.524, 2.003, 1.663)  -0.35
C (-0.678, 1.930, 0.177)  0.82
O (-0.865, 2.862, -0.543)  -0.57
O (-0.688, 0.620, -0.267)  -0.55
H (-0.092, -2.049, 2.642)  0.40
H (1.423, -2.293, 3.157)  0.43
H (1.434, -0.284, 4.428)  0.23
H (-0.077, -1.096, 4.882)  0.20
H (-0.045, 2.959, 1.874)  0.23
H (-1.539, 2.064, 2.067)  0.25
Se (1.319, -2.137, -0.009)  0.15
Se (1.491, -4.092, 1.159)  -0.64
Te (3.857, 0.266, 2.163)  -0.01
Se (2.804, 1.255, 0.085)  -0.41
N (-0.811, -1.131, -6.762)  -0.34
C (-0.798, -0.809, -5.658)  0.30
C (-0.784, -0.395, -4.261)  -0.20
C (0.134, 0.560, -3.827)  -0.14
C (0.156, 0.954, -2.501)  -0.26
C (-0.736, 0.366, -1.620)  0.40
C (-1.655, -0.577, -2.033)  -0.26
C (-1.685, -0.956, -3.365)  -0.15
H (0.840, 0.983, -4.529)  0.23
H (0.858, 1.697, -2.152)  0.25
H (-2.325, -1.017, -1.307)  0.23
H (-2.405, -1.685, -3.711)  0.23



No. 5
The following is a quantum chemistry calculation of C25H52AlBrFN2O3 as an isolated structure at a distorted geometry, from OMol25.

Output
⟨S²⟩ = 2.008
net charge = -1
LUMO energy (alpha / beta) = 1.9 / 1.7 eV
electronic energy = -115248.5844 eV
2S+1 = 3
strongest force on any atom = 1.5 eV Å⁻¹

Each line ends with the Mulliken charge.
Geometry (Å):
C (2.206, -6.837, 6.108)  -0.71
O (3.189, -5.846, 6.325)  -0.38
C (3.635, -5.225, 5.128)  -0.66
C (2.574, -4.393, 4.381)  -0.67
C (1.542, -3.694, 5.279)  -0.37
Al (0.154, -2.624, 4.254)  0.30
Br (0.680, -2.847, 1.886)  -0.49
C (-1.755, -3.253, 4.521)  -0.95
C (-1.944, -4.686, 4.986)  0.23
C (-1.225, -5.720, 4.119)  -1.02
F (-1.490, -4.826, 6.311)  -0.37
H (1.344, -6.626, 6.744)  0.25
H (1.851, -6.861, 5.074)  0.26
H (2.610, -7.828, 6.343)  0.33
H (4.046, -6.002, 4.462)  0.31
H (4.481, -4.598, 5.420)  0.35
H (2.099, -5.016, 3.619)  0.30
H (3.117, -3.629, 3.818)  0.31
H (1.094, -4.395, 5.982)  0.21
H (2.094, -2.961, 5.882)  0.52
H (0.227, -1.054, 4.631)  -0.39
H (-2.299, -2.584, 5.196)  0.42
H (-2.265, -3.166, 3.551)  0.20
H (-3.013, -4.940, 4.996)  0.39
H (-1.028, -6.612, 4.717)  0.26
H (-1.885, -6.014, 3.300)  0.40
H (-0.305, -5.314, 3.700)  0.05
C (-0.904, 1.794, 0.339)  -1.82
C (-1.946, 0.664, 0.483)  2.19
C (-1.725, -0.404, -0.592)  -1.35
C (-2.121, 0.053, -1.996)  0.54
C (-3.552, 0.589, -2.016)  -1.52
C (-3.792, 1.684, -0.975)  1.93
N (-3.333, 1.215, 0.365)  0.48
O (-4.219, 0.464, 0.937)  -0.64
C (-3.074, 2.981, -1.393)  -1.55
C (-5.281, 2.014, -0.901)  -1.91
C (-1.742, 0.031, 1.855)  -1.96
H (-0.028, 1.588, 0.953)  0.50
H (-0.545, 1.906, -0.682)  0.17
H (-1.303, 2.753, 0.671)  0.25
H (-2.302, -1.295, -0.330)  0.36
H (-0.674, -0.700, -0.572)  0.38
H (-1.424, 0.813, -2.364)  -0.51
H (-2.041, -0.791, -2.685)  0.47
H (-3.794, 0.985, -3.007)  0.44
H (-4.245, -0.238, -1.829)  0.34
H (-3.133, 3.727, -0.599)  0.35
H (-3.559, 3.395, -2.279)  0.43
H (-2.027, 2.838, -1.649)  0.12
H (-5.886, 1.131, -0.705)  0.38
H (-5.603, 2.439, -1.853)  0.41
H (-5.480, 2.744, -0.115)  0.44
H (-1.927, 0.748, 2.657)  0.38
H (-0.710, -0.308, 1.924)  0.31
H (-2.379, -0.836, 2.015)  0.45
C (3.821, 4.076, -3.136)  -1.79
C (2.842, 2.882, -3.058)  1.93
C (3.131, 1.866, -4.167)  -1.30
C (2.706, 2.340, -5.556)  -0.49
C (1.243, 2.780, -5.557)  -1.25
C (0.928, 3.822, -4.483)  1.80
N (1.425, 3.346, -3.159)  0.09
O (0.608, 2.497, -2.626)  -0.28
C (1.544, 5.183, -4.854)  -1.79
C (-0.582, 4.033, -4.394)  -1.95
C (3.044, 2.217, -1.698)  -1.97
H (4.693, 3.891, -2.509)  0.49
H (4.196, 4.257, -4.144)  0.31
H (3.357, 4.992, -2.773)  0.32
H (2.605, 0.934, -3.938)  0.37
H (4.198, 1.634, -4.157)  0.36
H (3.350, 3.154, -5.901)  0.30
H (2.840, 1.526, -6.271)  0.39
H (0.971, 3.187, -6.534)  0.41
H (0.610, 1.901, -5.396)  0.31
H (1.430, 5.894, -4.034)  0.36
H (1.027, 5.590, -5.724)  0.44
H (2.597, 5.130, -5.115)  0.33
H (-1.117, 3.101, -4.226)  0.24
H (-0.940, 4.463, -5.329)  0.49
H (-0.833, 4.719, -3.583)  0.48
H (2.801, 2.905, -0.887)  0.45
H (4.089, 1.923, -1.598)  0.51
H (2.435, 1.323, -1.580)  0.30



- What is the strongest force on any atom in the fifth record?
  1.5 eV Å⁻¹